{
  "formula": "C25H31N4O4PdS",
  "method": "the ωB97M-V functional and the def2-TZVPD basis",
  "elements": ["Pd", "C", "C", "C", "C", "C", "C", "C", "S", "O", "O", "N", "C", "C", "C", "C", "C", "C", "C", "C", "N", "C", "H", "H", "H", "H", "H", "H", "H", "H", "H", "H", "H", "H", "H", "C", "N", "C", "C", "O", "H", "H", "H", "H", "H", "H", "H", "O", "C", "C", "C", "C", "C", "C", "N", "H", "H", "H", "H", "H", "H", "H", "H", "H", "H", "H"],
  "coordinates": [[0.0079, 0.3410, 0.1481], [-0.4178, 5.4086, 6.2722], [-0.1915, 4.8657, 4.8886], [-0.1935, 3.4926, 4.6462], [-0.0363, 2.9956, 3.3646], [0.1274, 3.8858, 2.3110], [0.1402, 5.2569, 2.5258], [-0.0094, 5.7366, 3.8152], [0.2309, 3.2615, 0.6709], [1.4282, 2.4704, 0.4973], [0.0207, 4.3274, -0.2611], [-0.8953, 2.0934, 0.6003], [-2.2481, 2.2837, 0.3867], [-2.9454, 3.4593, 0.5298], [-4.3314, 3.4897, 0.2787], [-5.0124, 2.3658, -0.0942], [-4.3165, 1.1472, -0.2421], [-4.9212, -0.0635, -0.6459], [-4.1522, -1.1807, -0.8209], [-2.7695, -1.1049, -0.5946], [-2.1818, -0.0043, -0.1951], [-2.9287, 1.1238, -0.0084], [-0.4919, 4.6085, 7.0063], [-1.3396, 5.9919, 6.2986], [0.3940, 6.0746, 6.5681], [-0.3252, 2.8058, 5.4734], [-0.0506, 1.9305, 3.1744], [0.2560, 5.9266, 1.6833], [0.0096, 6.8052, 3.9924], [-2.4229, 4.3526, 0.8429], [-4.8579, 4.4278, 0.3942], [-6.0753, 2.4017, -0.2955], [-5.9891, -0.0876, -0.8262], [-4.5869, -2.1153, -1.1448], [-2.1306, -1.9650, -0.7510], [0.6796, -4.2458, -1.5132], [0.9734, -3.8235, -0.1447], [1.4508, -4.7825, 0.8556], [0.7506, -2.5695, 0.1966], [0.2828, -1.7231, -0.5923], [1.0062, -5.2707, -1.6535], [1.1989, -3.6002, -2.2199], [-0.3890, -4.1774, -1.7180], [1.6508, -5.7334, 0.3732], [0.7062, -4.9452, 1.6342], [2.3712, -4.4331, 1.3212], [1.0192, -2.3209, 1.2266], [2.2830, -0.1785, 0.4357], [3.0181, 0.3381, -0.4341], [4.4760, 0.5852, -0.1552], [5.4473, -0.2391, -1.0338], [4.8959, -0.6662, -2.3946], [4.4617, 0.4937, -3.2891], [3.4013, 1.4011, -2.6348], [2.5891, 0.6965, -1.6482], [4.6553, 0.3805, 0.8960], [4.6385, 1.6540, -0.3129], [5.7296, -1.1420, -0.4912], [6.3570, 0.3449, -1.1832], [4.0554, -1.3490, -2.2489], [5.6755, -1.2231, -2.9164], [4.0636, 0.0738, -4.2147], [5.3307, 1.0985, -3.5552], [2.7287, 1.7941, -3.3932], [3.8750, 2.2585, -2.1574], [1.6084, 0.5808, -1.8349]],
  "total_charge": 1,
  "lumo_energy_ha": -0.149,
  "e_homo_ev": -10.6,
  "relative_energy_kj_mol": 137.25
}

{
  "formula": "C25H32As2ClO12PPtS2",
  "method": "the ωB97M-V functional and the def2-TZVPD basis",
  "elements": ["Pt", "C", "C", "O", "P", "S", "S", "O", "C", "C", "H", "H", "H", "H", "H", "H", "H", "H", "H", "H", "Cl", "C", "C", "C", "C", "O", "C", "C", "O", "C", "H", "H", "H", "H", "C", "O", "C", "O", "C", "C", "As", "C", "C", "C", "As", "C", "C", "O", "O", "C", "C", "O", "O", "C", "C", "O", "O", "C", "H", "H", "H", "H", "H", "H", "H", "H", "H", "H", "H", "H", "H", "H", "H", "H", "H", "H"],
  "coordinates": [[0.1713, -0.2342, -0.2569], [5.2552, -1.2580, -1.2405], [3.7546, -1.1770, -1.4209], [3.2012, -0.2123, -0.5168], [2.6849, 1.2205, -1.0527], [1.0341, 0.9100, -2.1956], [2.6761, 2.5348, 0.3677], [3.9012, 1.4760, -2.1132], [4.3453, 2.7772, -2.4795], [5.8576, 2.7747, -2.5291], [5.6647, -2.0827, -1.8290], [5.4970, -1.4202, -0.1889], [5.7197, -0.3262, -1.5604], [3.2810, -2.1299, -1.1760], [3.4883, -0.9236, -2.4470], [3.9869, 3.5046, -1.7497], [3.9228, 3.0227, -3.4580], [6.2636, 2.5375, -1.5450], [6.2216, 3.7613, -2.8266], [6.2240, 2.0387, -3.2470], [-1.9175, 3.3073, 6.1519], [-1.4851, 2.7599, 4.5390], [-1.6713, 3.6262, 3.4397], [-1.3765, 3.2063, 2.1803], [-0.8719, 1.8825, 1.8951], [-0.7292, 1.5456, 0.6911], [-0.6237, 1.0565, 3.0497], [-0.0399, -0.2528, 3.0196], [0.5060, -0.8447, 2.0902], [-0.9725, 1.5183, 4.3410], [-2.0454, 4.6279, 3.6135], [-1.5195, 3.8533, 1.3246], [-0.0696, -0.7701, 3.9990], [-0.8082, 0.8627, 5.1895], [-1.2640, -1.0232, -4.0887], [-1.0898, -1.9417, -3.0039], [-0.0883, -2.8072, -3.1108], [0.6289, -2.9389, -4.0703], [0.0037, -3.6261, -1.8558], [-0.0918, -4.9501, -1.8920], [-0.1247, -6.1606, -0.3435], [-1.7223, -7.1230, -0.9753], [-1.1924, -5.0010, 0.8695], [-1.3431, -3.6884, 0.7487], [0.0778, -2.6218, -0.1518], [1.6482, -3.4830, 0.6327], [-2.5107, -2.8676, 1.2384], [-2.4643, -1.6813, 1.4248], [-3.6540, -3.5764, 1.2860], [-4.7854, -2.8189, 1.7256], [-1.7217, -5.8438, 2.0118], [-1.5346, -7.0395, 2.0618], [-2.2504, -5.1511, 3.0189], [-2.6686, -5.9256, 4.1457], [-0.2062, -5.7208, -3.1745], [0.4490, -6.7036, -3.4205], [-1.1593, -5.2445, -3.9812], [-1.2409, -5.8819, -5.2595], [-1.7696, -0.1609, -3.6647], [-1.8727, -1.4891, -4.8640], [-0.3005, -0.7310, -4.4969], [-1.4341, -7.7386, -1.8249], [-2.4990, -6.4170, -1.2666], [-2.0767, -7.7544, -0.1665], [2.1404, -4.1216, -0.0987], [1.3649, -4.0765, 1.4999], [2.3091, -2.6788, 0.9486], [-5.6245, -3.5083, 1.7097], [-4.9671, -1.9755, 1.0628], [-4.6204, -2.4389, 2.7330], [-2.9711, -5.2035, 4.8975], [-1.8549, -6.5465, 4.5135], [-3.5063, -6.5660, 3.8736], [-2.0515, -5.3839, -5.7821], [-1.4493, -6.9442, -5.1462], [-0.3045, -5.7560, -5.7996]],
  "total_charge": -1,
  "multiplicity": 2,
  "lumo_energy_ha": [0.049, 0.049],
  "e_homo_ev": [-4.0, -4.4],
  "relative_energy_kj_mol": 120.43
}

{
  "formula": "C25H32BBr39I4NO4",
  "method": "the ωB97M-V functional and the def2-TZVPD basis",
  "elements": ["C", "C", "O", "C", "C", "O", "C", "O", "B", "N", "O", "C", "C", "I", "C", "C", "I", "C", "I", "C", "C", "I", "H", "H", "H", "H", "H", "H", "H", "H", "H", "H", "H", "H", "H", "H", "H", "H", "H", "H", "H", "C", "Br", "Br", "Br", "H", "C", "Br", "Br", "Br", "H", "C", "Br", "Br", "Br", "H", "C", "Br", "Br", "Br", "H", "C", "Br", "Br", "Br", "H", "C", "Br", "Br", "Br", "H", "C", "Br", "Br", "Br", "H", "C", "Br", "Br", "Br", "H", "C", "Br", "Br", "Br", "H", "C", "Br", "Br", "Br", "H", "C", "Br", "Br", "Br", "H", "C", "Br", "Br", "Br", "H", "C", "Br", "Br", "Br", "H"],
  "coordinates": [[3.4837, -1.5923, 2.1402], [3.6420, -2.6211, 1.0229], [2.8935, -2.3946, -0.1574], [1.4721, -2.3845, 0.0386], [1.0281, -0.9511, -0.1455], [-0.3656, -0.7763, -0.0157], [-0.6626, 0.5679, -0.2876], [-0.7655, 0.8446, -1.6363], [-1.4559, 2.1877, -1.6935], [-2.2066, 2.3456, -2.9952], [-2.4636, 1.9895, -0.5346], [-1.9725, 1.1387, 0.4033], [-3.0377, 0.0844, 0.8419], [-3.4920, -0.1225, 2.9139], [-3.7883, -0.7104, 0.0885], [-4.8216, -1.6718, 0.6298], [-3.7622, -0.6977, -2.0009], [-1.4392, 1.8498, 1.7033], [0.1305, 0.9357, 2.8024], [-1.9868, 2.9597, 2.1585], [-3.1324, 3.6894, 1.5031], [-1.3864, 3.9148, 3.9484], [2.6017, -1.7696, 2.7557], [4.3492, -1.6827, 2.8010], [3.4857, -0.5599, 1.7869], [4.6870, -2.6269, 0.7085], [3.4064, -3.6238, 1.3980], [1.2337, -2.7769, 1.0302], [1.0397, -3.0226, -0.7287], [1.3682, -0.6261, -1.1335], [1.5620, -0.3453, 0.5866], [0.1633, 1.2019, 0.0707], [-0.7008, 3.1190, -1.4449], [-2.1121, 1.5317, -3.5792], [-1.9669, 3.1699, -3.5243], [-5.5564, -1.0996, 1.2007], [-4.3695, -2.4323, 1.2602], [-5.3581, -2.1347, -0.1935], [-3.9399, 3.0254, 1.2043], [-3.4925, 4.4663, 2.1727], [-2.7597, 4.2048, 0.6201], [3.4801, -5.3235, 5.6042], [5.2936, -5.0729, 5.0126], [3.0365, -4.0979, 7.0146], [2.2248, -5.2455, 4.1560], [3.4190, -6.3187, 6.0191], [3.2728, 3.0119, -0.7620], [3.5306, 1.1964, -0.1645], [2.9982, 3.0878, -2.6655], [1.8668, 3.8776, 0.2151], [4.1881, 3.5458, -0.5536], [-3.4733, 6.4657, -2.9386], [-2.0510, 5.8281, -4.0583], [-4.9589, 7.1350, -3.9638], [-4.0209, 5.1259, -1.6846], [-3.0849, 7.3017, -2.3739], [-0.2092, -0.7544, -4.7201], [-1.7917, -0.1883, -5.6360], [-0.5060, -2.4520, -3.8806], [1.3156, -0.8065, -5.8964], [-0.0138, -0.0262, -3.9391], [-5.2154, 7.4479, 1.4348], [-6.2318, 5.8261, 1.2850], [-3.3242, 7.1206, 1.3543], [-5.7609, 8.7555, 0.1256], [-5.4266, 7.8707, 2.4051], [-2.6069, -5.5087, 0.0981], [-1.8707, -3.8409, 0.6851], [-3.0767, -5.3685, -1.7622], [-1.4680, -7.0323, 0.4375], [-3.5152, -5.6911, 0.6529], [-4.6189, -6.1331, -5.6653], [-3.8513, -4.5088, -4.9903], [-5.0816, -5.9817, -7.5276], [-3.4738, -7.6444, -5.3413], [-5.5360, -6.3062, -5.1226], [9.1033, -5.2703, 7.0611], [9.4816, -7.1411, 7.3034], [8.8672, -4.8358, 5.1990], [7.6160, -4.7041, 8.1354], [9.9675, -4.7216, 7.4032], [-4.0621, 11.5387, -3.9459], [-2.7916, 12.8596, -3.3572], [-3.3177, 10.3921, -5.2950], [-4.7385, 10.4963, -2.4782], [-4.8938, 12.0692, -4.3844], [-1.8714, 9.1397, -9.1045], [-1.8250, 7.7454, -7.7858], [-0.8315, 10.6645, -8.5613], [-1.3337, 8.4990, -10.8380], [-2.8965, 9.4677, -9.1906], [6.2500, 0.9977, -2.7413], [7.1367, 2.6691, -2.3771], [5.7917, 0.8299, -4.5975], [7.2884, -0.4990, -2.1261], [5.3258, 0.9958, -2.1803], [4.5032, -7.3903, 10.2779], [6.1937, -7.9065, 11.0352], [3.8565, -5.7483, 11.0398], [4.6023, -7.2797, 8.3631], [3.7902, -8.1632, 10.5217], [1.0527, -9.3226, 2.3406], [1.5573, -11.1392, 2.7322], [0.6015, -8.3544, 3.9359], [2.4042, -8.4223, 1.3096], [0.1618, -9.3656, 1.7312]],
  "total_charge": -1,
  "lumo_energy_ha": 0.032,
  "e_homo_ev": -5.4
}

Question: Number 2 is which compound?
Answer: C25H32As2ClO12PPtS2